Record 1
193
Properties=species:S:1:pos:R:3:lowdin_charge:R:1 method="wB97M-V/def2-TZVPD" s2=0.757 spin_multiplicity=2 e_tot_ev=-78090.74118 lumo_ev="-15.529 / -19.757" relative_energy_ev=2.7651 total_charge=+7 homo_lumo_gap_ev="7.753 / 3.525"
N -0.1543 -0.3036 0.0362 -0.581
O -0.8354 -0.6819 -0.9001 0.149
O -0.5666 0.1123 1.0798 0.218
O 1.0470 -0.4546 -0.0281 0.213
C -3.5774 -5.4776 -2.0028 -0.068
C -2.8092 -5.3254 -3.3549 -0.181
C -2.2390 -3.8717 -3.4502 -0.067
N -1.3889 -3.5535 -4.7742 -0.185
C -2.0207 -3.6275 -6.1456 0.053
C -0.0424 -4.2812 -4.8019 -0.104
C 0.9634 -3.5602 -4.0010 -0.152
C 0.3950 -2.2173 -3.7283 -0.199
C -0.8424 -2.1088 -4.5211 -0.111
H -3.7898 -6.5448 -1.9403 0.097
H -4.5310 -4.9765 -2.1686 0.085
H -3.0663 -5.2792 -1.0607 0.054
H -3.4572 -5.5885 -4.1909 0.124
H -1.9382 -5.9712 -3.4664 0.106
H -1.5709 -3.6160 -2.6278 0.104
H -3.0734 -3.1749 -3.5294 0.119
H -1.3006 -3.5427 -6.9594 0.126
H -2.6677 -2.7528 -6.2116 0.109
H -2.7266 -4.4572 -6.1830 0.117
H 0.3986 -4.4323 -5.7871 0.150
H -0.1678 -5.3399 -4.5751 0.144
H 1.9469 -3.5348 -4.4703 0.139
H 1.0687 -4.0764 -3.0468 0.107
H 1.0508 -1.4104 -4.0554 0.089
H 0.1550 -2.0544 -2.6776 0.077
H -0.5878 -1.7495 -5.5182 0.139
H -1.5903 -1.4035 -4.1586 0.133
C 4.2850 0.4665 8.4562 -0.065
C 4.5968 0.0651 7.0293 -0.212
C 3.9487 0.9281 5.9121 -0.072
N 4.3856 0.4722 4.4300 -0.224
C 5.6982 1.1581 4.1429 0.026
C 4.6204 -1.0875 4.2411 -0.057
C 4.7278 -1.2723 2.7179 -0.129
C 3.8769 -0.1039 2.1046 -0.147
C 3.3458 0.6938 3.2883 -0.090
H 3.2097 0.5603 8.6080 0.069
H 4.6939 1.4573 8.6540 0.090
H 4.7514 -0.0632 9.2869 0.104
H 4.0496 -0.8452 6.7843 0.099
H 5.6549 -0.0808 6.8119 0.117
H 3.9857 2.0171 5.9391 0.129
H 2.8990 0.6415 5.8491 0.105
H 6.4510 0.7030 4.7865 0.115
H 5.6377 2.2273 4.3463 0.123
H 6.1425 0.8653 3.1916 0.108
H 5.4998 -1.2833 4.8546 0.139
H 3.6518 -1.4272 4.6079 0.121
H 5.7993 -1.3701 2.5432 0.128
H 4.3522 -2.2394 2.3836 0.096
H 4.5812 0.3780 1.4265 0.110
H 3.0595 -0.4832 1.4914 0.071
H 3.1762 1.7571 3.1187 0.137
H 2.3944 0.2408 3.5672 0.115
C 1.2996 2.9299 7.9913 -0.049
C 0.3607 2.9393 6.7100 -0.222
C -1.1101 3.1963 7.0521 -0.085
N -2.1461 3.0405 5.8746 -0.195
C -3.6210 3.1958 6.5457 0.080
C -2.0284 1.6554 5.1929 -0.076
C -1.8625 2.0241 3.6870 -0.153
C -1.3878 3.4677 3.5922 -0.153
C -2.0732 4.0807 4.7586 -0.112
H 1.0412 2.0552 8.5882 0.079
H 1.1287 3.8134 8.6063 0.096
H 2.3584 2.8761 7.7380 0.058
H 0.6075 2.1192 6.0357 0.080
H 0.6616 3.8363 6.1688 0.103
H -1.2670 4.2304 7.3591 0.146
H -1.3919 2.4694 7.8139 0.139
H -3.6301 2.4107 7.3017 0.104
H -4.4504 2.9521 5.8817 0.105
H -3.7134 4.1902 6.9824 0.119
H -2.8949 1.0045 5.3092 0.105
H -1.1934 1.0889 5.6053 0.115
H -2.8402 1.8236 3.2488 0.100
H -1.1650 1.2737 3.3148 0.087
H -1.6883 4.0082 2.6946 0.124
H -0.3269 3.6680 3.7416 0.117
H -3.1137 4.1562 4.4426 0.132
H -1.7161 5.0248 5.1698 0.158
C -4.2836 -1.1679 3.9684 -0.072
C -3.7739 -1.0964 2.5149 -0.208
C -4.9928 -0.8778 1.5632 -0.101
N -4.7727 -0.8013 0.0521 -0.186
C -4.0965 -2.1005 -0.4499 0.026
C -4.0577 0.5319 -0.3997 -0.089
C -5.0337 1.6994 -0.6818 -0.135
C -6.3619 0.9531 -0.7637 -0.136
C -6.1352 -0.5763 -0.7127 -0.054
H -5.0058 -1.9796 4.0558 0.096
H -4.8478 -0.2665 4.2076 0.084
H -3.5417 -1.2224 4.7650 0.079
H -3.1939 -1.9630 2.1976 0.090
H -3.2164 -0.1610 2.4663 0.062
H -5.5647 0.0260 1.7735 0.145
H -5.7180 -1.6629 1.7772 0.145
H -3.9219 -2.1277 -1.5254 0.084
H -4.7334 -2.9356 -0.1579 0.122
H -3.0965 -2.1315 -0.0175 0.060
H -3.4892 0.4204 -1.3230 0.098
H -3.2887 0.8492 0.3047 0.103
H -4.7962 2.3731 -1.5050 0.102
H -5.1337 2.4347 0.1166 0.121
H -6.9564 1.2970 -1.6100 0.138
H -7.1073 1.0408 0.0267 0.127
H -6.0124 -0.9547 -1.7276 0.131
H -6.9597 -1.1487 -0.2876 0.148
C 4.0619 -3.6759 -0.3781 -0.061
C 2.5454 -3.4542 -0.1367 -0.193
C 1.8960 -4.6827 0.6714 -0.039
N 0.5131 -4.3240 1.3239 -0.222
C -0.4777 -4.0393 0.2050 -0.001
C 0.0308 -5.5333 2.1905 -0.036
C 0.5139 -5.2775 3.6632 -0.116
C 0.9840 -3.8743 3.6392 -0.169
C 0.5009 -3.1683 2.3649 -0.067
H 4.6306 -2.7722 -0.5974 0.060
H 4.3426 -4.3269 -1.2061 0.094
H 4.5111 -4.1445 0.4975 0.083
H 2.0220 -3.3276 -1.0844 0.064
H 2.2396 -2.5196 0.3335 0.049
H 2.5140 -5.0787 1.4773 0.135
H 1.8032 -5.6124 0.1101 0.143
H -0.0431 -3.3299 -0.4993 0.065
H -1.4078 -3.6848 0.6493 0.085
H -0.7585 -4.9047 -0.3952 0.106
H -1.0591 -5.5222 2.2028 0.135
H 0.4393 -6.4245 1.7141 0.141
H -0.2790 -5.5342 4.3657 0.137
H 1.3310 -5.9590 3.8997 0.135
H 0.6478 -3.3579 4.5383 0.129
H 2.0683 -3.8131 3.7320 0.116
H -0.5172 -2.8049 2.5044 0.122
H 1.1201 -2.3898 1.9192 0.093
C 5.7091 1.1495 -7.7171 -0.071
C 4.5456 0.8143 -6.8609 -0.272
C 4.5987 1.6740 -5.6107 -0.092
N 3.7213 0.9517 -4.5389 -0.215
C 2.2478 0.9182 -5.0006 0.031
C 3.8076 1.7971 -3.1863 -0.058
C 3.5376 0.8834 -2.0239 -0.168
C 3.8393 -0.5067 -2.5382 -0.150
C 4.1349 -0.4370 -4.0228 -0.067
H 5.6024 2.1693 -8.0869 0.104
H 5.6341 0.4817 -8.5753 0.102
H 6.7073 1.0363 -7.2941 0.100
H 4.3315 -0.2363 -6.6653 0.113
H 3.6355 1.1400 -7.3645 0.114
H 4.2803 2.6924 -5.8335 0.153
H 5.6267 1.6691 -5.2483 0.138
H 2.2699 0.2962 -5.8954 0.105
H 1.8570 1.9316 -5.0922 0.099
H 1.7196 0.5242 -4.1324 0.074
H 3.0765 2.5990 -3.2888 0.127
H 4.8332 2.1655 -3.1663 0.145
H 2.5227 0.9192 -1.6279 0.085
H 4.1822 1.1958 -1.2024 0.122
H 3.0387 -1.1898 -2.2546 0.093
H 4.7318 -0.8189 -1.9959 0.122
H 3.5569 -1.1775 -4.5756 0.120
H 5.1864 -0.5139 -4.2995 0.154
C -2.9849 6.8189 -6.2784 -0.077
C -3.5723 5.9271 -5.1643 -0.190
C -2.9263 4.4638 -5.0749 -0.049
N -1.8991 4.3263 -3.8711 -0.221
C -0.7955 5.3580 -3.9532 0.040
C -1.1734 2.9551 -3.8055 -0.094
C -1.4886 2.3711 -2.4466 -0.144
C -1.9635 3.5600 -1.5680 -0.150
C -2.6105 4.4828 -2.5295 -0.114
H -3.5975 7.6485 -6.6312 0.099
H -2.6500 6.2073 -7.1162 0.084
H -2.1711 7.4224 -5.8763 0.070
H -4.6306 5.8488 -5.4130 0.119
H -3.5395 6.4176 -4.1915 0.100
H -2.4155 4.2044 -6.0022 0.125
H -3.7183 3.7212 -4.9783 0.123
H -1.1909 6.3704 -3.8708 0.117
H -0.4021 5.1975 -4.9570 0.121
H -0.0191 5.0668 -3.2457 0.110
H -0.1288 3.1209 -4.0689 0.109
H -1.6375 2.3160 -4.5566 0.130
H -0.6536 1.7361 -2.1505 0.096
H -2.3450 1.7181 -2.6144 0.094
H -1.1050 4.0696 -1.1305 0.122
H -2.5941 3.3205 -0.7117 0.108
H -2.5536 5.5042 -2.1533 0.151
H -3.6439 4.1524 -2.6349 0.133

Record 2
197
Properties=species:S:1:pos:R:3:lowdin_charge:R:1 method="wB97M-V/def2-TZVPD" spin_multiplicity=1 e_tot_ev=-84121.35106 lumo_ev=-10.548 total_charge=+6 homo_lumo_gap_ev=10.193
C 5.4102 8.5951 1.1839 -0.034
C 5.2300 7.1185 1.4826 -0.140
N 5.4210 6.2046 0.2733 -0.269
C 4.4295 6.4762 -0.8234 0.030
C 6.8160 6.4101 -0.3093 -0.161
C 7.9763 6.0487 0.5879 -0.044
C 5.3068 4.7667 0.7659 -0.087
C 3.9544 4.2922 1.2664 -0.223
O 2.9311 4.3351 0.3055 -0.200
C 1.6858 3.9654 0.9180 -0.060
H 4.9066 8.8615 0.2509 0.085
H 6.4500 8.8970 1.0802 0.093
H 4.9472 9.2282 1.9374 0.105
H 4.2456 6.8896 1.8779 0.126
H 6.0060 6.8071 2.1787 0.130
H 3.4563 6.5792 -0.3603 0.112
H 4.5034 5.6499 -1.5196 0.098
H 4.7032 7.4317 -1.2611 0.107
H 6.8366 7.4795 -0.5082 0.124
H 6.8476 5.9027 -1.2724 0.128
H 8.8996 6.1252 0.0094 0.107
H 7.9512 5.0228 0.9496 0.080
H 8.1450 6.7323 1.4190 0.097
H 6.0288 4.7028 1.5737 0.127
H 5.6732 4.1436 -0.0541 0.138
H 3.7222 4.8884 2.1614 0.130
H 4.0562 3.2751 1.6676 0.134
H 1.7765 3.1577 1.6443 0.085
H 0.9186 3.6768 0.2006 0.080
H 1.3029 4.9000 1.3395 0.105
C -2.4738 -2.4575 1.8615 -0.087
C -3.2623 -3.4657 1.0294 -0.220
C -3.8720 -4.5538 1.9306 -0.113
N -4.8611 -5.4897 1.2645 -0.260
C -6.2160 -4.8763 1.1733 0.038
C -4.9677 -6.8357 2.0412 -0.052
C -5.2148 -7.9403 1.0135 -0.111
C -4.9580 -7.2983 -0.3503 -0.141
C -4.3315 -5.9491 -0.0714 -0.120
H -3.0797 -2.1078 2.7051 0.064
H -2.2011 -1.5475 1.3270 0.054
H -1.5518 -2.8958 2.2462 0.078
H -2.6284 -3.9135 0.2643 0.098
H -4.0938 -3.0076 0.4819 0.095
H -4.4130 -4.1008 2.7611 0.137
H -3.0800 -5.2041 2.2985 0.135
H -6.8834 -5.5101 0.5982 0.127
H -6.1012 -3.8710 0.7723 0.091
H -6.5877 -4.7710 2.1913 0.114
H -5.8230 -6.7395 2.7041 0.136
H -4.0359 -6.9298 2.5886 0.130
H -6.2501 -8.2724 1.0593 0.129
H -4.6001 -8.8001 1.2686 0.132
H -5.8576 -7.2155 -0.9644 0.125
H -4.3515 -7.9172 -1.0154 0.132
H -4.5957 -5.2527 -0.8680 0.138
H -3.2466 -6.0025 -0.0073 0.133
C -1.7654 -4.8801 -4.1372 -0.084
C -2.1027 -3.6929 -5.0185 -0.230
C -1.2587 -2.4873 -4.6489 -0.132
N -1.5424 -1.2407 -5.4657 -0.251
C -1.3489 -1.5440 -6.9203 0.034
C -2.8991 -0.6625 -5.1457 -0.085
C -2.6677 0.2895 -4.0008 -0.146
C -1.4035 1.0123 -4.4506 -0.137
C -0.5655 -0.1143 -5.0445 -0.078
H -2.4731 -5.7002 -4.2858 0.089
H -1.9375 -4.6586 -3.0767 0.064
H -0.7820 -5.2998 -4.3355 0.089
H -3.1689 -3.4567 -5.0466 0.115
H -1.9245 -3.9703 -6.0612 0.119
H -0.1957 -2.6980 -4.7646 0.139
H -1.4524 -2.1783 -3.6186 0.130
H -1.3789 -0.6157 -7.4869 0.120
H -2.1820 -2.1445 -7.2743 0.117
H -0.3936 -2.0491 -7.0211 0.123
H -3.2023 -0.1268 -6.0452 0.152
H -3.6482 -1.4088 -4.8965 0.133
H -3.4956 0.9617 -3.7899 0.125
H -2.3560 -0.1780 -3.0587 0.107
H -1.5971 1.7852 -5.1978 0.133
H -0.8731 1.5306 -3.6524 0.103
H -0.0819 0.1778 -5.9738 0.125
H 0.2103 -0.4788 -4.3737 0.117
C 1.9220 1.7844 -2.6858 -0.071
C 3.1206 1.3574 -3.5497 -0.215
C 4.1873 2.4570 -3.6566 -0.122
N 5.0592 2.4221 -4.9090 -0.260
C 4.2218 2.7480 -6.1041 0.033
C 5.7132 1.0557 -5.0343 -0.105
C 7.1779 1.2755 -5.3411 -0.116
C 7.4681 2.5664 -4.5722 -0.134
C 6.2207 3.4047 -4.7818 -0.084
H 2.2401 2.0248 -1.6734 0.075
H 1.2124 0.9570 -2.6576 0.057
H 1.3971 2.6297 -3.1329 0.090
H 2.8423 1.1009 -4.5721 0.094
H 3.5566 0.4755 -3.0765 0.105
H 4.8910 2.3651 -2.8281 0.135
H 3.7587 3.4593 -3.6692 0.133
H 3.5258 1.9352 -6.2802 0.094
H 4.8636 2.8234 -6.9789 0.125
H 3.7136 3.6910 -5.9232 0.121
H 5.1295 0.3743 -5.6520 0.141
H 5.6148 0.5696 -4.0584 0.124
H 7.3021 1.4613 -6.4094 0.135
H 7.8441 0.4860 -5.0090 0.135
H 8.3700 3.0961 -4.8718 0.138
H 7.5973 2.3730 -3.5027 0.121
H 6.2361 4.0051 -5.6881 0.141
H 6.0015 4.0625 -3.9421 0.121
C 1.1004 0.2297 3.8866 -0.087
C 0.2005 0.6485 5.0553 -0.215
C -1.2545 0.4836 4.7040 -0.128
N -2.1338 0.3581 5.9411 -0.262
C -1.9904 1.4648 6.9281 0.045
C -3.5871 0.2522 5.5237 -0.099
C -4.2484 -0.8930 6.2907 -0.124
C -3.1701 -1.4288 7.2555 -0.123
C -1.8666 -0.9906 6.6177 -0.090
H 2.1568 0.4008 4.0976 0.082
H 0.8969 0.8167 2.9891 0.061
H 0.9541 -0.8369 3.6894 0.069
H 0.4366 1.6901 5.2843 0.125
H 0.5339 0.0933 5.9336 0.118
H -1.4537 -0.4206 4.1320 0.114
H -1.6567 1.3367 4.1588 0.137
H -2.3155 2.3938 6.4749 0.122
H -0.9522 1.5072 7.2587 0.111
H -2.5126 1.1936 7.8441 0.125
H -4.1183 1.1965 5.5986 0.139
H -3.5648 -0.0228 4.4669 0.106
H -5.0965 -0.5716 6.8934 0.128
H -4.6208 -1.6847 5.6437 0.105
H -3.2599 -1.0182 8.2580 0.126
H -3.2111 -2.5142 7.2840 0.129
H -1.0406 -0.8430 7.3070 0.139
H -1.6094 -1.6912 5.8248 0.135
C 5.8532 -4.3508 3.4944 -0.062
C 4.5599 -3.7290 2.9451 -0.239
C 4.6078 -3.5310 1.4453 -0.108
N 3.3435 -2.8621 0.9089 -0.271
C 3.3566 -1.4175 1.2534 0.021
C 2.0547 -3.5138 1.3615 -0.080
C 1.0247 -3.0758 0.3163 -0.145
C 1.8135 -3.0137 -0.9905 -0.132
C 3.3009 -3.0039 -0.6040 -0.074
H 5.6763 -4.7161 4.5022 0.090
H 6.6223 -3.5817 3.5630 0.087
H 6.1975 -5.1647 2.8597 0.089
H 4.3251 -2.8280 3.5165 0.113
H 3.7448 -4.4231 3.1741 0.109
H 4.6701 -4.4932 0.9439 0.141
H 5.4200 -2.8577 1.1777 0.143
H 4.3223 -0.9990 0.9824 0.115
H 3.1489 -1.2233 2.3014 0.092
H 2.5807 -0.9109 0.6750 0.101
H 1.8718 -3.1167 2.3544 0.127
H 2.1688 -4.5936 1.3013 0.151
H 0.5484 -2.1352 0.5912 0.099
H 0.2310 -3.8218 0.2564 0.113
H 1.5348 -2.0877 -1.5038 0.106
H 1.6410 -3.8103 -1.7105 0.119
H 3.8969 -2.2108 -1.0405 0.134
H 3.6792 -4.0041 -0.7976 0.135
C -7.1169 -1.1575 2.6516 -0.065
C -5.9174 -0.5815 1.8690 -0.227
C -6.3928 0.1165 0.6085 -0.105
N -5.4350 1.1613 0.1113 -0.245
C -4.1252 0.5565 -0.3125 0.003
C -5.1162 2.2610 1.1055 -0.078
C -5.4995 3.6053 0.4620 -0.118
C -6.5179 3.2253 -0.6185 -0.130
C -5.9916 1.8854 -1.1000 -0.102
H -7.8964 -0.4045 2.7501 0.091
H -6.8293 -1.5704 3.6154 0.073
H -7.5737 -1.9817 2.0932 0.075
H -5.1922 -1.3705 1.6762 0.076
H -5.4857 0.1405 2.5680 0.098
H -7.3492 0.6217 0.7284 0.152
H -6.4314 -0.6181 -0.1970 0.140
H -4.3116 -0.1922 -1.0854 0.112
H -3.6532 0.0863 0.5426 0.080
H -3.4783 1.3123 -0.7461 0.100
H -4.0869 2.2217 1.4488 0.128
H -5.7757 2.1851 1.9701 0.133
H -4.6523 4.1561 0.0568 0.125
H -6.0027 4.2705 1.1610 0.129
H -6.4444 3.8870 -1.4838 0.132
H -7.5623 3.2828 -0.3171 0.130
H -5.1425 2.1435 -1.7330 0.123
H -6.6442 1.2795 -1.7263 0.147
B -0.7750 1.0330 0.2797 -1.266
F -1.2089 -0.1757 -0.3758 0.042
F -1.4354 1.1444 1.5271 0.091
F 0.6200 0.8795 0.4251 0.084
F -1.0881 2.1520 -0.4910 0.116